1.
Computed, not measured: a cluster of 11 separate species, C45H85NO10 in total at a distorted geometry, with ωB97M-V/def2-TZVPD.

Geometry (Å):
C: 0.935 0.153 2.139
C: -0.376 -0.202 2.459
C: -1.273 -0.358 1.432
N: -1.016 -0.127 0.089
C: 0.177 0.258 -0.215
C: 1.185 0.420 0.817
H: 1.697 0.090 2.902
H: -0.723 -0.454 3.450
H: -2.258 -0.736 1.664
H: 0.298 0.346 -1.285
H: 2.186 0.729 0.556
C: -2.266 -2.869 -6.514
C: -3.576 -3.655 -6.565
C: -3.229 -4.839 -7.402
O: -1.831 -5.003 -7.106
C: -1.188 -3.686 -7.143
H: -2.224 -2.792 -5.427
H: -2.364 -1.927 -7.054
H: -4.431 -3.178 -7.044
H: -3.802 -4.102 -5.597
H: -3.347 -4.834 -8.486
H: -3.848 -5.698 -7.145
H: -0.963 -3.275 -8.127
H: -0.184 -3.556 -6.739
C: 5.907 -0.479 -5.447
C: 4.616 0.147 -5.835
C: 4.805 1.644 -5.377
O: 5.439 1.418 -4.149
C: 6.063 0.115 -4.066
H: 6.742 -0.343 -6.135
H: 5.820 -1.565 -5.462
H: 3.668 -0.263 -5.488
H: 4.390 0.111 -6.901
H: 3.828 2.070 -5.148
H: 5.417 2.227 -6.065
H: 5.499 -0.596 -3.463
H: 7.061 -0.005 -3.647
C: -1.987 2.326 -9.384
C: -1.993 3.389 -8.345
C: -0.961 2.895 -7.313
O: 0.002 2.183 -8.165
C: -0.501 1.873 -9.481
H: -2.219 2.695 -10.383
H: -2.717 1.550 -9.153
H: -2.993 3.642 -7.992
H: -1.450 4.189 -8.848
H: -1.304 2.076 -6.681
H: -0.500 3.619 -6.642
H: -0.493 0.842 -9.836
H: 0.011 2.539 -10.175
C: -3.310 -4.420 7.617
C: -2.423 -4.735 6.462
C: -0.998 -4.435 6.911
O: -1.190 -3.727 8.199
C: -2.529 -3.327 8.337
H: -3.533 -5.222 8.321
H: -4.190 -3.858 7.306
H: -2.681 -3.956 5.745
H: -2.553 -5.708 5.989
H: -0.362 -3.858 6.240
H: -0.530 -5.349 7.275
H: -2.658 -2.357 7.857
H: -2.741 -3.169 9.394
C: 7.447 7.696 2.459
C: 6.036 7.467 1.907
C: 6.122 6.184 1.085
O: 7.300 5.537 1.599
C: 7.699 6.252 2.772
H: 7.475 8.476 3.219
H: 8.155 8.030 1.700
H: 5.509 8.267 1.388
H: 5.241 7.281 2.630
H: 6.281 6.267 0.010
H: 5.300 5.470 1.138
H: 8.762 6.131 2.983
H: 7.125 5.859 3.611
C: -0.938 7.520 -1.236
C: -0.800 6.307 -0.362
C: 0.524 6.533 0.284
O: 1.260 7.294 -0.609
C: 0.486 8.167 -1.296
H: -1.678 8.292 -1.026
H: -1.246 7.292 -2.256
H: -0.749 5.336 -0.856
H: -1.575 6.333 0.404
H: 0.998 5.555 0.368
H: 0.397 6.878 1.311
H: 0.768 8.221 -2.347
H: 0.501 9.112 -0.753
C: 1.557 -5.066 -0.343
C: 0.134 -5.342 -0.736
C: -0.239 -6.354 0.402
O: 0.594 -6.070 1.548
C: 1.675 -5.239 1.141
H: 1.915 -4.109 -0.725
H: 2.075 -5.899 -0.817
H: -0.026 -5.799 -1.713
H: -0.475 -4.447 -0.614
H: 0.038 -7.360 0.089
H: -1.278 -6.226 0.707
H: 2.595 -5.768 1.390
H: 1.712 -4.257 1.613
C: -6.248 3.524 3.887
C: -7.061 2.852 4.964
C: -6.827 3.847 6.106
O: -6.459 5.104 5.513
C: -5.950 4.952 4.175
H: -6.791 3.419 2.948
H: -5.307 3.013 3.687
H: -6.822 1.794 5.073
H: -8.096 2.863 4.621
H: -6.002 3.505 6.732
H: -7.695 3.909 6.762
H: -4.872 5.104 4.238
H: -6.264 5.743 3.495
C: 8.167 -1.057 3.544
C: 7.763 -2.102 4.457
C: 6.310 -2.187 4.191
O: 6.085 -1.782 2.848
C: 7.059 -0.768 2.489
H: 9.137 -1.252 3.087
H: 8.354 -0.126 4.079
H: 8.140 -1.838 5.445
H: 8.187 -3.050 4.125
H: 5.856 -1.563 4.961
H: 5.975 -3.171 4.517
H: 6.570 0.191 2.658
H: 7.455 -0.827 1.475
C: -8.489 -6.074 2.594
C: -7.593 -4.823 2.800
C: -6.629 -4.918 1.602
O: -6.316 -6.335 1.575
C: -7.384 -7.061 2.162
H: -9.219 -5.861 1.813
H: -8.981 -6.443 3.494
H: -7.041 -5.115 3.694
H: -8.189 -3.947 3.053
H: -5.755 -4.315 1.848
H: -7.115 -4.537 0.703
H: -7.007 -7.388 3.131
H: -7.657 -7.985 1.653

## Properties
- molecular weight (g mol⁻¹) = 800.17
- max |F| (eV/A) = 4.4
- HOMO-LUMO gap (eV) = 9.55
- structure (SMILES) = c1ccncc1.C1CCOC1.C1CCOC1.C1CCOC1.C1CCOC1.C1CCOC1.C1CCOC1.C1CCOC1.C1CCOC1.C1CCOC1.C1CCOC1
- E (eV) = -69997.5110
- LUMO (eV) = 0.21



2.
Computed, not measured: a cluster of 15 separate species, C45H90O45 in total at a distorted geometry, with ωB97M-V/def2-TZVPD.

Geometry (Å):
C: 20.370 1.512 -27.762
O: 20.304 0.755 -26.528
C: 21.330 0.050 -26.046
O: 22.430 -0.160 -26.638
O: 20.796 -0.443 -24.939
C: 21.413 -1.540 -24.339
H: 20.770 2.478 -27.453
H: 19.303 1.444 -27.975
H: 21.048 1.028 -28.465
H: 20.854 -2.440 -24.591
H: 21.431 -1.453 -23.252
H: 22.445 -1.670 -24.663
C: 22.787 2.792 -15.745
O: 21.546 3.381 -15.271
C: 21.392 3.719 -13.951
O: 22.215 3.376 -13.128
O: 20.202 4.311 -13.710
C: 19.308 4.704 -14.701
H: 22.857 1.716 -15.587
H: 23.683 3.260 -15.336
H: 22.943 3.032 -16.797
H: 19.178 4.000 -15.523
H: 19.536 5.698 -15.086
H: 18.289 4.634 -14.319
C: 29.519 -1.501 -16.423
O: 29.823 -0.463 -15.428
C: 30.314 0.684 -15.673
O: 30.392 1.138 -16.805
O: 30.851 1.166 -14.511
C: 31.633 2.279 -14.468
H: 30.188 -1.404 -17.277
H: 28.541 -1.103 -16.695
H: 29.459 -2.492 -15.974
H: 31.576 2.617 -13.433
H: 31.262 3.051 -15.142
H: 32.699 2.247 -14.696
C: 36.943 4.804 -17.190
O: 36.467 3.601 -16.756
C: 35.875 2.712 -17.509
O: 35.403 2.828 -18.647
O: 35.568 1.743 -16.692
C: 34.500 0.821 -16.999
H: 37.361 5.374 -16.360
H: 36.214 5.390 -17.750
H: 37.764 4.654 -17.891
H: 33.779 1.149 -17.748
H: 34.154 0.225 -16.155
H: 35.063 0.000 -17.442
C: 18.208 -4.735 -22.988
O: 18.181 -3.369 -22.824
C: 19.119 -2.801 -21.971
O: 20.074 -3.319 -21.441
O: 18.720 -1.498 -21.883
C: 19.424 -0.562 -21.103
H: 17.524 -4.958 -23.806
H: 17.775 -5.310 -22.169
H: 19.229 -5.081 -23.149
H: 20.242 -0.133 -21.682
H: 19.974 -1.010 -20.276
H: 18.747 0.224 -20.768
C: 27.154 1.223 -23.219
O: 26.882 2.628 -23.410
C: 25.854 3.172 -22.825
O: 25.006 2.541 -22.174
O: 25.979 4.582 -22.869
C: 25.241 5.456 -21.984
H: 28.218 1.074 -23.405
H: 26.760 0.635 -24.048
H: 26.874 0.945 -22.203
H: 24.326 5.935 -22.335
H: 26.045 6.141 -21.713
H: 24.915 4.977 -21.061
C: 27.845 3.637 -12.551
O: 28.134 3.554 -13.953
C: 27.208 3.106 -14.836
O: 26.044 2.719 -14.510
O: 27.725 3.138 -15.973
C: 27.070 2.537 -17.041
H: 26.969 4.268 -12.403
H: 28.720 3.941 -11.977
H: 27.622 2.671 -12.101
H: 27.335 1.481 -17.065
H: 27.443 3.002 -17.954
H: 25.999 2.737 -17.070
C: 22.618 -5.407 -20.777
O: 23.694 -5.812 -19.875
C: 24.999 -5.559 -20.164
O: 25.423 -4.907 -21.113
O: 25.676 -5.883 -19.023
C: 26.950 -5.336 -18.765
H: 21.952 -6.250 -20.959
H: 22.995 -5.020 -21.724
H: 22.031 -4.563 -20.413
H: 27.704 -6.063 -19.066
H: 27.117 -5.082 -17.718
H: 27.107 -4.417 -19.330
C: 32.375 -2.155 -24.349
O: 32.726 -1.774 -25.718
C: 33.204 -0.604 -26.007
O: 33.597 0.245 -25.172
O: 33.327 -0.475 -27.307
C: 33.833 0.750 -27.848
H: 33.303 -2.523 -23.911
H: 31.700 -2.999 -24.203
H: 32.111 -1.259 -23.787
H: 34.123 0.490 -28.866
H: 34.661 1.105 -27.235
H: 33.086 1.541 -27.905
C: 30.522 3.092 -22.790
O: 31.015 2.955 -21.389
C: 31.877 3.780 -20.853
O: 32.431 4.702 -21.429
O: 31.879 3.485 -19.558
C: 32.532 4.328 -18.679
H: 29.844 2.324 -23.164
H: 31.139 3.211 -23.681
H: 29.857 3.954 -22.840
H: 32.169 5.356 -18.655
H: 33.614 4.434 -18.763
H: 32.348 3.840 -17.722
C: 34.338 0.151 -21.412
O: 34.988 -0.107 -20.190
C: 35.902 -1.117 -20.179
O: 36.322 -1.773 -21.117
O: 36.315 -1.334 -18.960
C: 37.144 -2.361 -18.626
H: 33.380 0.671 -21.392
H: 34.321 -0.745 -22.033
H: 34.954 0.751 -22.082
H: 37.826 -2.041 -17.837
H: 37.748 -2.606 -19.499
H: 36.625 -3.287 -18.378
C: 32.492 -2.454 -19.763
O: 32.162 -2.985 -18.492
C: 33.054 -2.974 -17.510
O: 34.229 -2.524 -17.547
O: 32.460 -3.438 -16.402
C: 32.993 -3.219 -15.151
H: 33.518 -2.698 -20.035
H: 32.235 -1.395 -19.775
H: 31.804 -2.857 -20.507
H: 33.837 -3.890 -14.989
H: 32.296 -3.331 -14.320
H: 33.487 -2.248 -15.192
C: 25.602 -0.337 -15.532
O: 25.464 -1.588 -16.116
C: 24.211 -2.064 -16.160
O: 23.244 -1.465 -15.722
O: 24.118 -3.198 -16.878
C: 23.063 -4.039 -16.606
H: 25.318 0.519 -16.143
H: 26.612 -0.154 -15.166
H: 25.078 -0.464 -14.585
H: 23.382 -4.773 -15.865
H: 22.707 -4.513 -17.521
H: 22.121 -3.606 -16.271
C: 24.484 2.590 -19.381
O: 23.339 3.336 -19.899
C: 22.065 2.995 -19.493
O: 21.750 2.118 -18.737
O: 21.261 3.897 -20.062
C: 19.904 3.785 -20.193
H: 25.408 3.051 -19.729
H: 24.420 1.539 -19.663
H: 24.515 2.592 -18.291
H: 19.472 4.721 -20.547
H: 19.472 3.647 -19.202
H: 19.738 2.884 -20.784
C: 29.283 0.704 -19.797
O: 27.904 0.523 -19.336
C: 27.202 -0.565 -19.699
O: 27.588 -1.380 -20.527
O: 26.116 -0.529 -19.111
C: 25.029 -1.274 -19.563
H: 29.922 -0.129 -19.505
H: 29.759 1.654 -19.554
H: 29.301 0.678 -20.887
H: 24.116 -0.883 -19.115
H: 25.108 -2.308 -19.225
H: 24.890 -1.114 -20.632

## Properties
- molecular weight (g mol⁻¹) = 1351.17
- max |F| (eV/A) = 7.0
- HOMO-LUMO gap (eV) = 10.62
- E (eV) = -140254.0999
- LUMO (eV) = 0.35



Respective energy relative to the best compared isomer or geometry (same formula, charge and spin) values: 5.235 8.650 eV.